No. 1
{
  "formula": "C27H43AuBrNPSi4Te",
  "method": "ωB97M-V with the def2-TZVPD basis set",
  "symbols": ["Au", "N", "C", "C", "C", "C", "C", "C", "P", "C", "C", "C", "C", "C", "C", "C", "C", "C", "C", "C", "C", "H", "H", "H", "H", "H", "H", "H", "H", "H", "H", "H", "H", "H", "H", "H", "H", "Br", "C", "Si", "C", "C", "Si", "Te", "Si", "C", "C", "C", "Si", "C", "C", "C", "H", "H", "H", "H", "H", "H", "H", "H", "H", "H", "H", "H", "H", "H", "H", "H", "H", "H", "H", "H", "H", "H", "H", "H", "H", "H", "H"],
  "positions_angstrom": [[2.033, -0.939, -1.088], [3.316, -1.016, 1.908], [2.714, 0.187, 2.266], [2.153, 0.347, 3.534], [1.522, 1.526, 3.883], [1.436, 2.581, 2.981], [1.969, 2.429, 1.714], [2.596, 1.239, 1.337], [3.123, 0.961, -0.362], [2.701, 2.441, -1.303], [1.372, 2.620, -1.682], [0.993, 3.757, -2.374], [1.944, 4.717, -2.700], [3.270, 4.537, -2.334], [3.652, 3.401, -1.632], [4.925, 0.842, -0.373], [5.685, 1.332, 0.687], [7.070, 1.249, 0.640], [7.695, 0.688, -0.464], [6.939, 0.201, -1.524], [5.557, 0.269, -1.476], [3.461, -1.659, 2.672], [4.138, -0.949, 1.325], [2.232, -0.462, 4.252], [1.103, 1.628, 4.876], [0.955, 3.508, 3.262], [1.889, 3.237, 0.999], [0.637, 1.862, -1.438], [-0.041, 3.892, -2.666], [1.650, 5.603, -3.246], [4.010, 5.281, -2.595], [4.688, 3.267, -1.347], [5.197, 1.783, 1.544], [7.659, 1.627, 1.466], [8.775, 0.624, -0.498], [7.428, -0.238, -2.384], [4.964, -0.123, -2.295], [0.803, -3.009, -1.619], [-5.393, -3.493, -0.027], [-3.577, -3.624, 0.418], [-3.375, -3.972, 2.248], [-2.746, -4.964, -0.595], [-2.541, -1.583, -0.069], [-0.135, -1.856, 0.677], [-3.035, 0.088, 1.518], [-2.174, -0.322, 3.139], [-4.891, 0.121, 1.756], [-2.407, 1.743, 0.901], [-2.811, -0.864, -2.282], [-1.552, 0.452, -2.715], [-4.546, -0.152, -2.304], [-2.692, -2.317, -3.456], [-5.921, -4.406, 0.262], [-5.530, -3.361, -1.103], [-5.877, -2.655, 0.480], [-3.751, -4.973, 2.480], [-3.938, -3.259, 2.854], [-2.327, -3.933, 2.555], [-3.129, -5.948, -0.312], [-1.664, -4.971, -0.433], [-2.927, -4.826, -1.663], [-2.439, -1.315, 3.507], [-2.462, 0.406, 3.903], [-1.082, -0.264, 3.049], [-5.250, -0.815, 2.191], [-5.420, 0.281, 0.813], [-5.169, 0.931, 2.436], [-1.343, 1.692, 0.659], [-2.535, 2.507, 1.673], [-2.949, 2.074, 0.011], [-1.682, 1.337, -2.088], [-1.662, 0.758, -3.759], [-0.531, 0.079, -2.585], [-4.621, 0.737, -1.674], [-5.284, -0.880, -1.957], [-4.821, 0.138, -3.322], [-1.765, -2.880, -3.329], [-2.727, -1.955, -4.487], [-3.531, -3.003, -3.319]],
  "forces_ev_per_a": [[0.4619, 0.5816, -0.0165], [-0.0109, 0.0149, 0.0048], [-0.0008, 0.0244, -0.0301], [0.0107, -0.0394, 0.0049], [-0.0282, 0.0145, -0.0013], [-0.0196, -0.0084, 0.0089], [0.0179, -0.0459, 0.0036], [0.0192, 0.0134, 0.0541], [-0.1112, -0.1342, -0.2619], [0.0126, 0.0071, 0.0495], [-0.0202, 0.0118, -0.0501], [-0.0119, -0.0081, 0.0071], [0.0178, -0.0017, 0.0045], [-0.0083, 0.0024, 0.0012], [-0.0025, 0.0159, 0.0240], [-0.0237, -0.0761, 0.0564], [-0.0006, 0.0492, 0.0114], [0.0147, 0.0043, -0.0054], [-0.0258, 0.0032, 0.0030], [0.0020, 0.0027, -0.0004], [0.0204, -0.0164, -0.0040], [-0.0065, 0.0020, 0.0081], [0.0240, -0.0001, 0.0205], [0.0029, 0.0158, -0.0086], [0.0039, 0.0035, -0.0063], [0.0064, -0.0098, -0.0043], [0.0063, 0.0049, -0.0019], [-0.0423, -0.0198, 0.0104], [0.0169, -0.0040, 0.0048], [0.0055, -0.0096, 0.0014], [-0.0055, -0.0051, 0.0038], [-0.0007, -0.0010, -0.0022], [0.0013, -0.0216, -0.0079], [-0.0036, -0.0048, -0.0116], [-0.0023, 0.0027, -0.0012], [-0.0037, 0.0013, 0.0107], [-0.0008, -0.0047, 0.0013], [-0.3314, -0.0478, 0.3948], [-0.0136, 0.0065, -0.0248], [-0.0001, -0.1422, -0.0094], [-0.0197, -0.0039, 0.0260], [0.0181, 0.0096, 0.0147], [-0.0008, -0.0812, 0.0880], [-0.1149, -0.2824, -0.3357], [0.0131, 0.1146, 0.0461], [-0.0042, -0.0180, -0.0080], [-0.0034, -0.0197, 0.0350], [-0.0001, 0.0066, 0.0030], [0.0365, 0.0643, -0.0633], [0.0728, -0.0295, -0.0161], [-0.0063, 0.0225, -0.0627], [0.0106, 0.0006, 0.0067], [0.0152, 0.0155, -0.0056], [-0.0002, 0.0036, 0.0215], [0.0048, -0.0170, -0.0086], [0.0054, 0.0220, 0.0040], [0.0161, -0.0108, -0.0033], [-0.0169, -0.0037, -0.0112], [-0.0016, 0.0146, -0.0117], [-0.0229, -0.0077, 0.0072], [0.0144, -0.0034, 0.0202], [0.0165, 0.0269, -0.0073], [0.0082, -0.0147, -0.0052], [-0.0021, 0.0071, -0.0022], [-0.0019, 0.0207, -0.0153], [0.0166, -0.0081, 0.0125], [0.0120, -0.0188, -0.0142], [0.0184, 0.0015, -0.0122], [-0.0133, -0.0166, -0.0191], [0.0222, -0.0077, 0.0127], [0.0157, 0.0011, 0.0214], [-0.0101, -0.0054, 0.0157], [-0.0411, 0.0152, -0.0053], [-0.0040, -0.0229, 0.0001], [0.0151, 0.0238, 0.0006], [-0.0018, -0.0068, 0.0203], [-0.0495, 0.0405, -0.0062], [-0.0090, -0.0135, 0.0060], [0.0223, -0.0003, 0.0098]],
  "lowdin_charge": [0.246, 0.091, -0.372, -0.037, -0.073, -0.078, -0.074, -0.326, 0.913, -0.370, -0.111, -0.062, -0.062, -0.060, -0.065, -0.399, -0.083, -0.061, -0.060, -0.063, -0.097, 0.102, 0.068, 0.118, 0.113, 0.108, 0.106, 0.070, 0.110, 0.112, 0.112, 0.108, 0.113, 0.112, 0.112, 0.112, 0.098, 0.064, -0.207, 0.315, -0.218, -0.210, 0.137, 0.593, 0.310, -0.226, -0.204, -0.208, 0.334, -0.215, -0.207, -0.211, 0.040, 0.025, 0.022, 0.039, 0.024, 0.020, 0.040, 0.013, 0.021, 0.023, 0.043, -0.011, 0.026, 0.026, 0.041, 0.014, 0.040, 0.024, 0.016, 0.045, -0.004, 0.023, 0.026, 0.041, -0.004, 0.040, 0.029],
  "total_charge": 1,
  "homo_lumo_gap_ev": 6.208,
  "homo_energy_ev": -10.4962,
  "de_lowest_kj_mol": 0.00
}

=====

No. 2
{
  "formula": "C17H6Cl5F2NOTl",
  "method": "ωB97M-V with the def2-TZVPD basis set",
  "symbols": ["Tl", "Cl", "C", "C", "Cl", "C", "Cl", "C", "O", "C", "Cl", "C", "Cl", "F", "C", "C", "C", "C", "C", "F", "C", "C", "C", "C", "C", "C", "N", "H", "H", "H", "H", "H", "H"],
  "positions_angstrom": [[-0.190, 0.158, -1.353], [1.036, -7.224, -0.819], [0.418, -5.691, -1.183], [1.310, -4.612, -1.418], [2.993, -4.854, -1.252], [0.810, -3.389, -1.777], [1.864, -2.054, -2.031], [-0.607, -3.149, -1.922], [-1.064, -2.066, -2.335], [-1.482, -4.249, -1.573], [-3.153, -3.963, -1.619], [-0.976, -5.492, -1.250], [-2.034, -6.796, -0.930], [0.105, -1.025, 4.129], [0.082, -0.029, 3.250], [0.011, -0.327, 1.893], [-0.004, 0.746, 1.047], [0.040, 2.090, 1.373], [0.104, 2.303, 2.760], [0.155, 3.539, 3.266], [0.129, 1.276, 3.687], [0.032, 3.157, 0.328], [0.046, 4.523, 0.610], [0.046, 5.432, -0.437], [0.028, 4.976, -1.743], [0.007, 3.607, -1.941], [0.011, 2.732, -0.942], [-0.030, -1.360, 1.572], [0.185, 1.510, 4.741], [0.054, 4.896, 1.618], [0.061, 6.492, -0.222], [0.027, 5.656, -2.583], [-0.013, 3.188, -2.941]],
  "forces_ev_per_a": [[-0.1122, 0.5744, 0.5145], [-0.0243, 0.1005, 0.0023], [-0.0040, -0.1113, -0.0120], [0.0649, 0.1622, -0.0289], [-0.0287, -0.0126, -0.0140], [0.3597, -0.0275, 0.1132], [0.0965, -0.2287, -0.1244], [-0.2377, 0.2146, -0.2318], [0.1480, -0.4081, 0.1440], [-0.1846, -0.3888, 0.0669], [0.0825, 0.0570, -0.0515], [-0.1842, 0.0870, -0.0181], [0.0450, 0.0334, 0.0107], [-0.0011, 0.0132, 0.0545], [0.0069, 0.1251, -0.2348], [0.0016, -0.1570, 0.1546], [-0.0592, -0.2669, -0.3896], [0.0263, 0.2020, 0.1113], [0.0038, -0.2715, -0.1653], [0.0025, 0.1220, -0.0969], [-0.0021, 0.0067, 0.1776], [-0.0116, 0.1985, 0.0562], [-0.0086, -0.0186, -0.0762], [0.0053, -0.0570, 0.0105], [-0.0027, -0.0234, -0.0506], [0.0036, 0.1062, -0.0048], [0.0122, 0.0064, 0.0073], [0.0006, 0.0205, -0.0003], [-0.0045, -0.0078, -0.0125], [0.0109, -0.0834, 0.1141], [-0.0077, -0.0013, -0.0105], [0.0009, -0.0156, 0.0004], [0.0019, 0.0501, -0.0160]],
  "lowdin_charge": [1.165, 0.794, -0.669, -0.694, 0.755, -0.576, 0.723, -0.472, -0.158, -0.591, 0.814, -0.696, 0.749, 0.109, -0.263, -0.042, -0.151, -0.109, -0.198, 0.097, 0.094, -0.207, 0.020, -0.026, -0.035, -0.129, -0.027, 0.116, 0.147, 0.111, 0.122, 0.116, 0.111],
  "total_charge": 1,
  "homo_lumo_gap_ev": [6.614, 5.999],
  "homo_energy_ev": [-11.9662, -11.9612],
  "de_lowest_kj_mol": 15.73
}

=====

No. 3
{
  "formula": "C5H10F2O2",
  "method": "ωB97M-V with the def2-TZVPD basis set",
  "symbols": ["C", "C", "C", "C", "C", "O", "O", "F", "F", "H", "H", "H", "H", "H", "H", "H", "H", "H", "H"],
  "positions_angstrom": [[0.782, 0.194, -1.828], [0.173, -1.324, 0.201], [1.158, 1.056, 0.635], [-2.016, 1.244, 0.157], [0.499, 0.032, -0.314], [1.188, 2.296, 0.217], [-2.249, 1.072, 1.440], [2.429, 0.615, 0.951], [-2.628, 0.305, -0.577], [1.842, -0.110, -2.005], [0.687, 1.267, -2.118], [-0.051, -0.488, -2.238], [-0.069, -1.061, 1.269], [1.172, -1.883, 0.239], [-0.548, -1.643, -0.435], [0.675, 1.094, 1.699], [-2.189, 2.270, -0.378], [1.489, 2.386, -0.745], [-1.951, 0.131, 1.674]],
  "forces_ev_per_a": [[-1.1034, -0.4936, 1.7324], [4.0017, 2.7309, 2.8435], [-2.2686, -2.7207, 2.1354], [0.8005, 1.5529, -2.3564], [0.7078, 2.2592, -0.4285], [0.7591, 2.9945, -2.7846], [0.5291, -1.3154, 1.5654], [1.3951, -0.5083, -0.1520], [-0.5325, -0.8873, -0.7790], [-0.8759, -0.2167, -0.3725], [-0.2646, -0.9370, -0.1957], [1.7210, 1.2287, -0.3818], [-0.4248, -1.2177, -0.7780], [-1.5623, 0.0436, -0.1925], [-2.3336, -2.0255, -1.3021], [0.2420, -0.2315, -1.8797], [0.4251, -1.6842, 1.7402], [-0.5687, -0.4000, 1.9562], [-0.6470, 1.8280, -0.3704]],
  "lowdin_charge": [-0.052, -0.067, -0.516, -0.287, -0.281, 0.040, 0.030, 0.003, 0.003, 0.093, 0.069, 0.107, 0.091, 0.124, 0.034, 0.172, 0.158, 0.138, 0.141],
  "total_charge": 0,
  "homo_lumo_gap_ev": [8.580, 8.568],
  "homo_energy_ev": [-7.9069, -7.9452],
  "de_lowest_kj_mol": 388.99
}

=====

No. 4
{
  "formula": "C11H10CdClNS",
  "method": "ωB97M-V with the def2-TZVPD basis set",
  "symbols": ["C", "C", "C", "H", "C", "C", "H", "H", "H", "H", "Cd", "Cl", "C", "C", "C", "H", "C", "C", "H", "H", "H", "H", "S", "C", "N"],
  "positions_angstrom": [[-2.358, -0.924, 0.059], [-1.849, -1.106, -1.270], [-1.650, 0.159, -1.844], [-1.625, -2.071, -1.729], [-2.044, 1.155, -0.890], [-2.528, 0.497, 0.269], [-2.934, 0.962, 1.176], [-2.719, -1.737, 0.690], [-1.281, 0.358, -2.855], [-2.091, 2.234, -1.082], [-0.668, -1.068, 1.874], [0.205, -3.068, 0.964], [2.583, 0.178, 0.308], [2.204, 1.427, -0.294], [1.814, 1.149, -1.646], [2.238, 2.393, 0.203], [1.930, -0.267, -1.871], [2.389, -0.860, -0.660], [2.534, -1.914, -0.481], [2.897, 0.022, 1.340], [1.450, 1.883, -2.356], [1.659, -0.813, -2.763], [0.029, 0.213, 5.722], [-0.052, 0.474, 4.162], [-0.131, 0.723, 2.974]],
  "forces_ev_per_a": [[0.1678, 0.1967, 0.0020], [0.2055, 0.3459, 0.0858], [-0.5727, -0.0853, 0.6162], [0.0258, 0.3743, 0.2161], [-0.7109, -0.5443, 0.1464], [0.4313, 0.2134, -0.4288], [0.1691, -0.1413, -0.4500], [-0.4566, 0.1206, -0.2165], [-0.0182, -0.1071, 0.5215], [0.2629, -0.4786, 0.2301], [0.4147, 0.9197, -1.8054], [0.0338, -0.6728, 0.5409], [-0.6037, 0.0889, -0.8364], [0.2096, -1.2953, -0.6464], [0.4725, -0.6820, 0.8231], [-0.1090, -0.0790, -0.1419], [0.3344, 0.8313, 1.1743], [0.0246, 1.2365, -0.1396], [-0.0037, -0.0910, -0.0070], [-0.0226, 0.0940, -0.1745], [-0.0278, -0.0413, -0.0042], [-0.0716, 0.0554, -0.1041], [0.1323, -0.2110, 1.6057], [-0.3609, 0.9920, -4.3019], [0.0735, -1.0396, 3.2946]],
  "lowdin_charge": [-0.384, -0.217, -0.177, 0.067, -0.183, -0.262, 0.056, 0.020, 0.074, 0.064, 1.150, -0.383, -0.251, -0.226, -0.235, 0.037, -0.229, -0.267, 0.015, 0.038, 0.037, 0.041, 0.438, -1.108, -0.114],
  "total_charge": -2,
  "homo_lumo_gap_ev": 4.389,
  "homo_energy_ev": 0.2416,
  "de_lowest_kj_mol": 97.60
}